[1]
C28H45BIrN4O6 | wB97M-V/def2-TZVPD

The orbital gap (spin up / spin down) comes out at 7.23 / 5.75 eV. The expectation value of S² is 8.771. For the highest occupied orbital energy (spin up / spin down), the calculation gives -11.83 / -14.58 eV. As for the spin multiplicity: 6. Its total charge is +2.

Each line ends with the Löwdin spin population.
Atoms and positions in Å:
Ir 0.45 0.82 -0.80  1.952
C 2.89 0.56 -2.81  0.013
N 2.48 1.27 -1.58  0.110
C 3.36 0.82 -0.47  0.022
C 2.66 2.74 -1.82  0.004
C 1.67 3.56 -1.03  0.008
N 0.29 3.13 -1.33  0.121
C -0.66 3.84 -0.45  0.009
C -0.06 3.42 -2.73  0.008
H 3.90 0.86 -3.08  0.003
H 2.21 0.82 -3.62  0.002
H 2.86 -0.51 -2.64  0.000
H 4.40 0.93 -0.77  0.008
H 3.15 -0.22 -0.24  0.003
H 3.18 1.44 0.41  0.001
H 2.53 2.92 -2.88  0.000
H 3.68 3.02 -1.57  0.002
H 1.80 4.62 -1.28  0.004
H 1.83 3.45 0.05  0.000
H -0.60 4.91 -0.64  0.005
H -0.41 3.63 0.59  0.000
H -1.67 3.50 -0.67  0.001
H 0.17 4.47 -2.96  0.003
H -1.12 3.26 -2.88  0.000
H 0.48 2.78 -3.42  0.002
C -2.35 -1.53 1.43  0.000
N -3.00 -0.26 1.87  0.000
C -2.94 -0.11 3.36  0.001
C -2.44 0.96 1.19  0.006
C -2.62 0.90 -0.30  0.029
C -3.93 0.97 -0.78  0.005
C -4.22 0.90 -2.13  0.003
C -3.18 0.77 -3.03  0.005
C -1.87 0.72 -2.58  0.040
C -1.57 0.79 -1.21  0.095
H -2.84 -2.36 1.92  0.000
H -1.30 -1.48 1.71  0.000
H -2.43 -1.61 0.35  0.000
H -3.99 -0.32 1.60  0.000
H -1.90 -0.07 3.65  0.002
H -3.42 -0.98 3.82  0.000
H -3.46 0.80 3.65  0.000
H -1.40 1.04 1.49  0.003
H -2.99 1.81 1.61  0.000
H -4.75 1.11 -0.08  0.001
H -5.25 0.95 -2.47  0.000
H -3.38 0.70 -4.10  0.000
H -1.08 0.60 -3.30  0.013
O 0.92 -0.50 1.22  0.262
C 0.97 0.60 1.85  0.147
O 0.79 1.70 1.19  0.218
C 1.16 0.63 3.28  0.429
C 1.07 1.87 4.02  0.099
C 1.14 1.87 5.36  0.186
C 1.33 0.60 6.06  0.462
C 1.49 -0.64 5.34  0.093
C 1.41 -0.63 4.00  0.175
N 1.36 0.60 7.47  0.059
O 1.20 1.68 8.04  0.126
O 1.54 -0.47 8.05  0.081
H 0.93 2.79 3.47  0.001
H 1.07 2.77 5.95  0.005
H 1.68 -1.54 5.91  0.000
H 1.54 -1.53 3.43  0.006
C 1.94 -3.90 -2.96  0.000
C 1.11 -3.29 -1.86  0.003
C 1.44 -3.92 -0.51  0.001
O 1.47 -1.87 -1.74  0.025
B 0.32 -1.19 -1.46  0.107
O -0.81 -1.94 -1.54  0.022
C -0.43 -3.22 -2.15  0.003
C -0.76 -3.10 -3.63  0.001
C -1.25 -4.32 -1.50  0.001
H 2.99 -3.90 -2.68  0.000
H 1.83 -3.37 -3.90  0.000
H 1.65 -4.94 -3.12  0.000
H 2.51 -3.79 -0.32  0.000
H 1.22 -4.98 -0.51  0.000
H 0.89 -3.44 0.30  0.000
H -0.20 -2.30 -4.10  0.000
H -1.82 -2.89 -3.74  0.000
H -0.54 -4.03 -4.16  0.000
H -1.15 -4.30 -0.42  0.000
H -0.93 -5.29 -1.86  0.000
H -2.30 -4.19 -1.76  0.000

[2]
C7H14 | wB97M-V/def2-TZVPD

The orbital gap comes out at 9.72 eV. For the highest occupied orbital energy, the calculation gives -8.60 eV. Its SMILES is C=CCCCCC.

Each line ends with the Löwdin charge.
Atoms and positions in Å:
C -1.98 -1.48 1.44  -0.175
C -0.62 -2.09 1.20  -0.336
C 0.51 -1.11 0.84  -0.216
C 0.01 -0.01 -0.25  -0.175
C 1.15 1.12 -0.48  -0.241
C 0.93 1.75 -1.79  -0.194
C 1.18 3.10 -2.16  -0.001
H -2.58 -1.00 0.60  0.081
H -2.80 -2.18 1.81  0.082
H -1.79 -0.76 2.33  0.096
H -0.85 -2.84 0.48  0.084
H -0.37 -2.73 2.08  0.114
H 1.30 -1.71 0.34  0.103
H 0.85 -0.85 1.89  0.121
H -0.16 -0.50 -1.29  0.127
H -0.95 0.48 0.31  0.133
H 1.05 1.68 0.43  0.097
H 2.18 0.63 -0.53  0.125
H 0.35 1.20 -2.56  0.091
H 2.13 3.78 -1.93  0.090
H 0.47 3.54 -2.77  -0.007

[3]
C9H14N3O4SbSe4V | wB97M-V/def2-TZVPD

The orbital gap (spin up / spin down) comes out at 5.26 / 5.40 eV. The expectation value of S² is 2.035. For the highest occupied orbital energy (spin up / spin down), the calculation gives -3.97 / -4.00 eV. As for the spin multiplicity: 3. Its total charge is -1.

Each line ends with the Löwdin spin population.
Atoms and positions in Å:
V -0.88 0.09 -0.29  1.961
C -2.64 2.61 0.09  0.005
O -1.27 2.22 0.29  0.010
C -0.38 2.96 -0.56  0.002
C 1.01 2.47 -0.24  0.002
O 1.01 1.07 -0.54  0.014
C 2.05 0.31 0.13  0.005
C 1.73 0.27 1.61  0.001
O 0.31 0.42 1.71  0.001
C -0.16 -0.05 2.97  0.000
H -2.99 2.26 -0.88  0.001
H -3.21 2.12 0.88  0.000
H -2.75 3.69 0.14  0.001
H -0.61 2.71 -1.60  0.000
H -0.51 4.03 -0.45  0.000
H 1.76 2.97 -0.85  0.000
H 1.23 2.62 0.82  0.000
H 1.99 -0.68 -0.32  0.000
H 3.03 0.74 -0.08  0.001
H 2.08 -0.67 2.02  0.000
H 2.20 1.09 2.16  0.000
H 0.08 -1.11 3.08  0.000
H 0.32 0.52 3.77  0.000
H -1.23 0.08 2.99  0.000
Se 2.47 -5.70 1.14  0.006
Sb 2.53 -3.56 0.14  0.003
Se -2.51 -1.21 0.78  -0.026
Se -0.51 -2.33 0.12  -0.010
Se 4.34 -2.24 1.05  0.002
O -1.30 0.41 -2.08  0.015
N -2.35 1.03 -2.59  0.014
C -3.18 0.26 -3.21  -0.005
C -3.02 -1.17 -3.35  0.000
N -2.94 -2.30 -3.53  -0.002
C -4.33 0.89 -3.80  0.000
N -5.26 1.39 -4.26  -0.002

[4]
H2O5P2 | wB97M-V/def2-TZVPD

The orbital gap comes out at 5.66 eV. For the highest occupied orbital energy, the calculation gives 1.07 eV. Its total charge is -2.

Each line ends with the Löwdin charge.
Atoms and positions in Å:
O 1.03 0.17 -0.01  -0.124
O -4.29 -1.55 -0.48  -0.597
O -1.89 -1.85 0.27  -0.573
O -3.74 1.96 0.21  -0.611
O -1.27 1.53 0.23  -0.554
P -2.60 1.16 -0.32  0.264
P -3.13 -1.06 0.32  0.255
H 1.00 -0.68 -0.51  0.037
H 0.16 0.48 0.12  -0.096

One value per record, in order, for largest force on an atom: 1.2, 4.9, 1.7, 4.5 eV/Å.